<a>
The following is a quantum chemistry calculation of an isolated molecule of C14H18N4O2S, from OMol25.

```
39
Properties=species:S:1:pos:R:3:mulliken_charge:R:1
C 6.200 0.471 0.866 -1.205
C 4.752 0.282 1.300 -0.389
C 3.787 1.243 0.604 -0.462
C 3.550 0.876 -0.863 -0.756
O 2.969 -0.405 -1.017 -0.502
C 1.654 -0.594 -0.772 0.803
C 0.726 0.401 -0.466 -0.017
C -0.598 0.073 -0.262 -1.072
C -1.038 -1.247 -0.351 0.631
C -2.433 -1.543 -0.129 0.096
N -3.386 -0.644 0.076 -0.329
C -4.514 -1.379 0.229 0.399
S -6.085 -0.705 0.522 -0.147
C -5.657 1.028 0.931 -0.644
C -5.554 1.916 -0.305 0.441
N -4.423 1.720 -1.006 -0.280
O -6.399 2.733 -0.591 -0.636
N -4.312 -2.678 0.130 -1.040
N -2.992 -2.773 -0.099 0.419
C -0.107 -2.243 -0.657 -0.864
C 1.213 -1.920 -0.864 -0.650
H 6.849 -0.195 1.430 0.360
H 6.522 1.495 1.045 0.293
H 6.328 0.249 -0.190 0.316
H 4.438 -0.743 1.093 0.215
H 4.682 0.441 2.378 0.348
H 4.181 2.261 0.644 0.416
H 2.831 1.228 1.132 0.345
H 2.940 1.640 -1.360 0.312
H 4.503 0.805 -1.392 0.438
H 1.022 1.435 -0.389 0.388
H -1.313 0.845 -0.023 0.473
H -4.721 1.012 1.487 0.381
H -6.475 1.380 1.558 0.338
H -4.299 2.215 -1.873 0.211
H -3.803 0.954 -0.756 0.455
H -2.569 -3.679 -0.210 0.202
H -0.413 -3.275 -0.741 0.276
H 1.939 -2.680 -1.105 0.437
```

Calculated values
LUMO level: 0.014 Eh
structure (SMILES): CCCCOc1ccc(-c2nc(SCC(N)=O)n[nH]2)cc1
gap between HOMO and LUMO: 8.68 eV
total charge: 0

***

<b>
The following is a quantum chemistry calculation of an isolated molecule of C14H18N4O2S, from OMol25.

```
39
Properties=species:S:1:pos:R:3:mulliken_charge:R:1
C 2.607 2.747 -0.852 -1.340
C 1.111 2.658 -0.571 -0.249
C 0.851 2.319 0.894 -0.062
S -0.939 2.436 1.329 -0.263
C -1.836 1.447 0.201 0.054
N -1.214 0.586 -0.590 -0.192
C -1.956 -0.190 -1.382 0.775
C -1.213 -1.179 -2.211 -1.116
C -3.336 -0.061 -1.387 -1.034
C -3.903 0.887 -0.533 0.863
C -5.377 1.103 -0.462 -1.224
N -3.146 1.633 0.259 -0.526
C 1.501 1.010 1.345 0.281
O 2.332 0.985 2.224 -0.670
N 1.083 -0.066 0.635 0.462
C 1.505 -1.359 0.804 0.384
C 2.500 -1.881 1.673 -0.233
C 2.495 -3.217 1.400 0.270
C 3.283 -4.347 1.946 -1.196
O 1.580 -3.477 0.449 -0.282
N 0.968 -2.319 0.082 -0.334
H 2.777 3.015 -1.892 0.408
H 3.093 1.794 -0.657 0.313
H 3.071 3.500 -0.220 0.349
H 0.659 1.904 -1.217 0.054
H 0.637 3.617 -0.792 0.430
H 1.273 3.104 1.531 0.423
H -1.898 -1.827 -2.749 0.378
H -0.561 -1.774 -1.567 0.260
H -0.577 -0.658 -2.925 0.276
H -3.954 -0.677 -2.021 0.410
H -5.596 1.884 0.260 0.343
H -5.874 0.182 -0.163 0.313
H -5.760 1.392 -1.439 0.311
H 0.285 0.067 -0.012 -0.025
H 3.093 -1.331 2.370 0.464
H 2.620 -5.081 2.401 0.307
H 3.833 -4.842 1.147 0.308
H 3.981 -3.980 2.692 0.310
```

Calculated values
LUMO level: 0.025 Eh
structure (SMILES): CC[C@@H](Sc1nc(C)cc(C)n1)C(=O)Nc1cc(C)on1
gap between HOMO and LUMO: 9.51 eV
total charge: 0

***

Stability summary: most stable <a>, least stable <b>.

***

<a>
The following is a quantum chemistry calculation of a 2-piece molecular cluster, C4H8NO2S overall, from OMol25.

```
16
Properties=species:S:1:pos:R:3:mulliken_charge:R:1
O 0.271 -1.381 1.854 -0.687
C -0.909 -0.986 1.461 -0.536
C -0.866 -0.476 -0.027 0.474
C -1.389 -1.135 -1.087 -0.812
S 1.946 2.591 0.941 -0.676
N -0.055 0.580 -0.181 0.026
C 0.856 0.670 -1.282 -0.105
O 0.478 0.372 -2.461 -0.602
H -1.756 -1.708 1.483 0.293
H -1.298 -0.064 1.981 0.200
H -1.096 -0.928 -2.113 0.385
H -1.777 -2.116 -0.845 0.246
H 2.317 1.584 1.748 0.100
H 0.359 1.113 0.608 0.148
H 1.184 1.780 -1.196 0.150
H 1.736 0.104 -0.882 0.397
```

Calculated values
LUMO level: 0.016 Eh
gap between HOMO and LUMO: 4.66 eV
total charge: -1

***

<b>
The following is a quantum chemistry calculation of an isolated ion of composition C4H8NO2S and charge -1, from OMol25.

```
16
Properties=species:S:1:pos:R:3:mulliken_charge:R:1
C 0.006 -1.352 -1.861 -0.868
N 0.537 -0.863 -0.607 -0.479
C -0.080 0.407 -0.054 -0.075
C 1.077 0.750 1.084 -0.877
S 1.086 2.558 1.713 -0.290
C -1.507 0.147 0.738 0.509
O -1.997 1.187 0.970 -0.603
O -1.836 -1.038 0.914 -0.732
H -0.895 -0.820 -2.230 0.275
H -0.254 -2.336 -2.059 0.363
H 0.900 -1.178 -2.666 0.216
H 0.205 -1.664 0.083 0.292
H -0.172 1.074 -0.902 0.462
H 0.972 -0.022 1.950 0.271
H 2.075 0.704 0.586 0.404
H -0.119 2.448 2.341 0.132
```

Calculated values
LUMO level: 0.125 Eh
structure (SMILES): CN[C@H](CS)C(=O)[O-]
gap between HOMO and LUMO: 7.20 eV
total charge: -1

***

<c>
The following is a quantum chemistry calculation of an isolated ion of composition C4H8NO2S and charge -1, from OMol25.

```
16
Properties=species:S:1:pos:R:3:mulliken_charge:R:1
C 1.950 1.658 1.236 -0.960
N 1.718 0.280 0.815 -0.465
C 0.286 -0.022 0.519 -0.104
C 0.253 -1.437 -0.197 -0.922
S -1.487 -2.174 -0.308 -0.300
C -0.412 1.066 -0.403 0.589
O -0.105 2.209 -0.018 -0.715
O -0.978 0.749 -1.426 -0.702
H 1.491 1.872 2.144 0.297
H 1.624 2.409 0.483 0.314
H 3.040 1.732 1.309 0.374
H 2.346 0.164 -0.008 0.292
H -0.089 -0.177 1.411 0.318
H 0.712 -1.288 -1.185 0.360
H 0.764 -2.076 0.462 0.476
H -1.915 -1.056 -0.764 0.148
```

Calculated values
LUMO level: 0.126 Eh
structure (SMILES): CN[C@H](CS)C(=O)[O-]
gap between HOMO and LUMO: 7.31 eV
total charge: -1

***

Stability summary: most stable <c>, least stable <a>.

***

<a>
The following is a quantum chemistry calculation of C4H9N as an isolated structure, from OMol25.

```
14
Properties=species:S:1:pos:R:3:mulliken_charge:R:1
C 0.848 0.014 -1.571 -0.397
C -1.273 -0.252 1.617 -1.178
N 1.539 0.790 -0.525 -0.583
C 0.232 -0.663 -0.403 -0.266
C -0.742 0.133 0.254 -0.255
H 2.520 0.959 -0.776 0.143
H 0.197 1.033 0.224 0.396
H 0.157 0.566 -2.219 0.173
H 1.515 -0.613 -2.165 0.339
H 0.718 -1.513 0.058 0.318
H -1.471 0.592 -0.419 0.346
H -0.475 -0.637 2.256 0.335
H -2.048 -1.021 1.548 0.312
H -1.715 0.611 2.121 0.317
```

Calculated values
LUMO level: 0.028 Eh
gap between HOMO and LUMO: 9.31 eV
total charge: 0

***

<b>
The following is a quantum chemistry calculation of a 2-piece molecular cluster, C4H9N overall, from OMol25.

```
14
Properties=species:S:1:pos:R:3:mulliken_charge:R:1
C -0.978 1.282 -1.388 -0.623
N -0.796 1.247 0.056 -0.282
C -0.481 -0.053 0.555 -0.615
C 1.335 -1.668 0.930 -0.715
C 0.775 -0.377 0.931 -0.036
H -0.228 0.556 -1.729 0.193
H -1.989 1.021 -1.716 0.245
H -0.679 2.278 -1.719 0.276
H -1.418 1.750 0.668 0.214
H 1.367 -1.126 -0.695 0.144
H -1.263 -0.812 0.613 0.342
H 2.278 -1.994 1.382 0.245
H 0.711 -2.542 0.760 0.298
H 1.365 0.440 1.354 0.313
```

Calculated values
LUMO level: 0.006 Eh
gap between HOMO and LUMO: 7.76 eV
total charge: 0

***

Stability summary: most stable <a>, least stable <b>.

***

<a>
The following is a quantum chemistry calculation of an isolated molecule of C4H9N, from OMol25.

```
14
Properties=species:S:1:pos:R:3:mulliken_charge:R:1
C 0.358 -0.373 1.858 -1.083
C 0.702 0.116 0.505 -0.233
N -0.048 -0.611 -0.521 -0.340
C -1.224 0.186 -0.939 -0.326
C -0.025 0.097 -1.784 -0.422
H 0.884 0.109 2.654 0.373
H -0.722 -0.436 1.995 0.284
H 0.773 -1.472 1.923 0.229
H 0.645 1.245 0.237 0.311
H 1.803 -0.096 0.375 0.252
H -2.149 -0.428 -1.265 0.216
H -1.570 1.133 -0.577 0.272
H 0.564 0.989 -1.762 0.221
H 0.010 -0.458 -2.700 0.247
```

Calculated values
LUMO level: 0.046 Eh
structure (SMILES): CCN1CC1
gap between HOMO and LUMO: 10.70 eV
total charge: 0

***

<b>
The following is a quantum chemistry calculation of an isolated molecule of C4H9N, from OMol25.

```
14
Properties=species:S:1:pos:R:3:mulliken_charge:R:1
C 1.694 0.104 -1.124 -0.753
N 0.552 0.846 -0.527 -0.541
C -0.252 0.275 0.249 0.982
C -1.516 1.057 0.592 -0.986
C -0.177 -1.165 0.674 -1.279
H 2.621 -0.120 -0.503 0.186
H 2.093 0.678 -1.962 0.235
H 1.054 -0.772 -1.469 0.342
H -1.861 1.077 1.633 0.336
H -1.359 2.159 0.245 0.266
H -2.286 0.552 -0.051 0.226
H 0.775 -1.638 0.493 0.326
H -0.881 -1.693 0.003 0.320
H -0.459 -1.361 1.747 0.340
```

Calculated values
LUMO level: 0.038 Eh
structure (SMILES): CN=C(C)C
gap between HOMO and LUMO: 10.05 eV
total charge: 0

***

<c>
The following is a quantum chemistry calculation of a 2-piece molecular cluster, C4H9N overall, from OMol25.

```
14
Properties=species:S:1:pos:R:3:mulliken_charge:R:1
H -0.110 -1.304 -2.305 0.258
N 0.394 -1.550 -1.455 -0.612
C 0.970 -0.603 -0.870 0.105
C 1.733 -0.842 0.384 -0.940
H 0.964 0.443 -1.213 0.367
H 1.297 -0.253 1.191 0.215
H 1.705 -1.896 0.642 0.279
H 2.765 -0.519 0.257 0.329
C -1.871 0.504 0.387 -0.521
C -1.368 1.670 0.737 -0.451
H -1.650 -0.403 0.926 0.258
H -2.529 0.399 -0.459 0.242
H -0.711 1.779 1.585 0.237
H -1.590 2.574 0.194 0.232
```

Calculated values
LUMO level: 0.042 Eh
structure (SMILES): [H]/N=C/C.C=C
gap between HOMO and LUMO: 10.90 eV
total charge: 0

***

<d>
The following is a quantum chemistry calculation of a 2-piece molecular cluster, C4H9N overall, from OMol25.

```
14
Properties=species:S:1:pos:R:3:mulliken_charge:R:1
C -1.881 0.998 0.924 -0.612
C -1.584 0.086 -0.013 -0.140
C -1.129 0.427 -1.401 -0.905
H -2.647 0.947 1.695 0.261
H -1.202 1.849 0.996 0.242
H -1.786 -0.987 0.037 0.331
H -0.149 -0.024 -1.609 0.250
H -0.887 1.502 -1.400 0.278
H -1.845 0.247 -2.206 0.294
C 1.802 -1.008 0.655 -0.288
N 2.682 -0.411 -0.049 -0.479
H 1.036 -0.477 1.211 0.271
H 1.870 -2.089 0.759 0.246
H 3.538 -0.969 -0.030 0.251
```

Calculated values
LUMO level: 0.039 Eh
structure (SMILES): C=CC.C=N
gap between HOMO and LUMO: 10.12 eV
total charge: 0

***

Stability summary: most stable <b>, least stable <d>.